The following is a DFT calculation (ωB97M-V/def2-TZVPD) of a structure of composition C38H39N6PdS.

Output
Frontier orbital gap (spin up / spin down): 4.29 / 4.00 eV
Charge: +1
Molecular weight: 718.3 u
HOMO energy (spin up / spin down): -10.498 / -10.354 eV
Electronic energy: -63286.4882 eV
Lowest unoccupied orbital energy (spin up / spin down): -6.208 / -6.355 eV

Last column: Mulliken charge in e.
Cartesian coordinates (Å):
1 C 3.441 -0.313 -0.157  1.09
2 C -2.110 -2.461 1.179  -0.40
3 C 2.877 5.921 0.796  -0.75
4 C 0.665 -1.848 3.248  -0.78
5 H 4.866 4.090 2.813  0.45
6 H -2.216 -3.228 4.003  0.56
7 H -4.699 0.337 0.129  0.43
8 N 1.342 2.632 0.270  0.41
9 H 3.369 2.316 2.026  0.71
10 C 3.896 5.628 1.684  -0.75
11 H 0.249 -2.064 -1.825  -0.32
12 H 6.676 0.691 -0.661  0.41
13 S 0.333 -6.539 1.065  -0.33
14 C -0.177 -2.435 4.229  -0.96
15 H 0.995 6.318 -0.933  0.44
16 H -3.342 -3.306 -4.165  0.43
17 H 0.391 2.957 0.147  -0.11
18 N 2.830 0.937 -0.132  -0.16
19 C 4.087 4.325 2.105  -0.96
20 C -1.268 -3.521 -2.507  -0.87
21 C -4.011 -1.398 -0.860  1.11
22 C 4.848 -0.329 -0.304  0.86
23 H -5.431 -2.029 -3.873  0.44
24 H -1.887 1.364 -3.191  0.54
25 H 5.585 1.568 0.402  0.33
26 C -2.368 2.040 1.529  -1.01
27 H -3.529 -0.574 1.075  0.06
28 C -1.198 1.343 1.301  0.56
29 H -5.863 -0.737 1.976  0.46
30 C -1.193 -2.348 2.235  -0.05
31 C -0.061 -2.614 -2.767  0.28
32 C -0.762 1.095 -0.002  -1.45
33 C 4.802 -2.730 -0.059  -1.12
34 C -4.911 -1.354 -1.912  -0.70
35 H -3.293 2.574 -1.672  0.54
36 H -6.401 -1.473 0.467  0.39
37 C 2.245 3.612 0.729  0.63
38 C 1.535 1.308 0.006  -0.23
39 H 0.789 -3.216 -3.093  0.44
40 H 3.480 1.715 -0.111  -0.01
41 H 2.724 6.942 0.484  0.40
42 H -0.042 5.099 -0.208  0.33
43 C -3.117 2.499 0.456  -1.00
44 N 0.514 0.519 -0.210  0.62
45 C -5.551 -1.352 1.135  -1.57
46 C -1.536 1.523 -1.090  2.07
47 C -2.791 -2.099 -1.037  -1.25
48 H -0.323 2.058 -2.765  0.20
49 H -5.283 -2.336 1.516  0.33
50 H -0.583 0.323 -2.577  0.12
51 C 2.723 -1.506 -0.004  -0.15
52 C 0.938 5.270 -0.656  -1.53
53 C -3.509 -2.751 -3.254  -0.78
54 H -5.818 -0.782 -1.795  0.54
55 C -1.347 -2.756 3.589  -0.95
56 H -3.079 -2.898 1.422  0.40
57 C -2.709 2.220 -0.837  -0.67
58 H 4.531 6.415 2.055  0.41
59 Pd 0.533 -1.755 -0.076  -0.72
60 C 5.499 -1.546 -0.259  -0.77
61 H -1.062 -4.157 -1.645  0.15
62 H -4.012 3.075 0.633  0.47
63 C 3.423 -2.704 0.077  -0.15
64 H 5.280 1.512 -1.347  0.40
65 H -0.591 0.996 2.126  0.51
66 N -1.834 -2.149 -0.054  0.98
67 H -2.679 2.244 2.542  0.48
68 H 2.901 -3.638 0.246  0.42
69 C 0.438 -5.056 0.480  0.45
70 C -1.059 1.300 -2.490  -1.68
71 H -1.395 -4.170 -3.375  0.58
72 H 5.331 -3.669 -0.011  0.46
73 C -2.538 -2.754 -2.273  1.33
74 H 0.076 -2.596 5.258  0.49
75 H 1.673 -1.494 3.379  0.55
76 N 0.506 -3.987 0.005  -0.51
77 H 1.003 4.668 -1.563  0.30
78 H 6.572 -1.572 -0.367  0.40
79 C -4.690 -2.043 -3.091  -1.19
80 C 2.040 4.931 0.302  0.54
81 C -4.385 -0.673 0.403  -0.34
82 H -0.296 -1.882 -3.540  0.40
83 C 3.258 3.319 1.640  -0.13
84 N 0.055 -1.776 2.082  0.99
85 C 5.632 0.938 -0.488  -1.54